Record 1
{"formula": "C10H8AuCl2F6IN5O", "method": "wB97M-V/def2-TZVPD", "elements": ["Au", "C", "C", "O", "C", "F", "F", "F", "C", "F", "F", "F", "H", "H", "H", "N", "C", "N", "C", "N", "Cl", "C", "Cl", "H", "H", "I", "C", "C", "N", "N", "C", "H", "H", "H"], "coordinates": [[0.256, -0.151, -0.256], [-0.482, 3.250, 2.460], [-0.036, 1.827, 2.095], [-0.096, 1.705, 0.724], [1.420, 1.621, 2.609], [1.862, 0.357, 2.373], [2.247, 2.441, 1.942], [1.564, 1.855, 3.907], [-0.980, 0.830, 2.830], [-0.653, -0.461, 2.581], [-2.240, 0.997, 2.406], [-0.957, 0.993, 4.150], [0.245, 3.960, 2.073], [-0.571, 3.350, 3.539], [-1.443, 3.443, 1.987], [-1.579, -0.755, -0.233], [-2.663, -0.824, 0.256], [-3.825, -0.860, 0.614], [-4.709, -1.373, 1.409], [-5.514, -1.851, 2.090], [-0.818, -3.882, -1.505], [0.877, -3.988, -1.054], [1.352, -2.770, 0.185], [1.488, -3.826, -1.932], [1.061, -4.957, -0.607], [4.970, 3.610, -1.379], [3.873, 1.905, -0.960], [4.363, 0.692, -0.510], [3.313, -0.123, -0.351], [2.170, 0.500, -0.670], [2.490, 1.739, -1.036], [5.375, 0.372, -0.327], [3.301, -1.067, -0.003], [1.733, 2.451, -1.321]], "forces_ev_per_angstrom": [[-0.1675, 1.4939, 1.0882], [-0.0393, 0.0997, -0.5144], [0.3173, -0.7061, 1.0494], [0.0071, -0.8677, -1.1742], [0.2836, -0.0439, -0.1787], [-0.1147, 0.1721, -0.0363], [-0.0994, -0.0675, 0.0344], [-0.1229, 0.0049, -0.1291], [-0.2094, -0.2009, -0.0212], [-0.0024, 0.2257, -0.0093], [0.1843, 0.0648, 0.0113], [0.0242, 0.0462, -0.1640], [-0.0071, 0.0119, 0.0559], [0.0466, -0.0340, 0.0004], [-0.0173, -0.0068, 0.0727], [0.8665, -0.4390, -0.7343], [-1.0997, 0.0587, 0.9602], [0.8374, 0.8076, -0.9439], [-0.4901, -0.9311, 0.7691], [0.2484, 0.3190, -0.2487], [0.2602, 0.0780, 0.1145], [-0.3050, -0.2520, -0.3195], [-0.1986, 0.1635, -0.0093], [0.0561, 0.0570, 0.0511], [0.0650, 0.0441, 0.0785], [-0.1897, -0.2541, 0.0377], [0.1767, 0.1950, -0.0423], [-0.1131, 0.1978, -0.1733], [0.1316, -0.0702, 0.1368], [-0.4612, -0.1132, 0.1886], [0.2021, 0.1206, -0.0161], [-0.0276, -0.0578, 0.0549], [-0.0113, -0.0927, -0.0209], [-0.0311, -0.0233, 0.0318]], "nbo_charge": [1.356, -0.621, 0.065, -0.579, 0.955, -0.340, -0.318, -0.292, 0.957, -0.330, -0.313, -0.294, 0.246, 0.261, 0.252, -0.705, 0.695, -0.488, 0.400, -0.268, 0.040, -0.381, -0.044, 0.237, 0.249, 0.276, -0.293, 0.000, -0.305, -0.379, 0.002, 0.260, 0.440, 0.257], "total_charge": 1, "e_homo_ev": [-12.46, -12.46], "spin_multiplicity": 1, "orbital_gap_ev": [4.9, 4.9], "e_above_lowest_kj_mol": 53.61}

***

Record 2
{"formula": "C32H32AsBrF6InN5O2Sb", "method": "wB97M-V/def2-TZVPD", "elements": ["In", "C", "N", "C", "C", "N", "C", "C", "C", "C", "C", "C", "N", "C", "N", "C", "C", "C", "C", "C", "C", "N", "H", "H", "H", "H", "H", "H", "H", "H", "H", "H", "H", "H", "H", "H", "H", "C", "As", "C", "C", "C", "C", "C", "C", "C", "C", "H", "H", "H", "H", "H", "H", "H", "H", "H", "H", "H", "H", "H", "Br", "C", "C", "C", "C", "C", "C", "C", "O", "O", "H", "H", "H", "H", "F", "Sb", "F", "F", "F", "F", "F"], "coordinates": [[0.441, 0.788, 0.470], [1.190, 3.064, 2.544], [0.268, 1.907, 2.569], [-1.134, 2.257, 2.864], [-1.876, 2.564, 1.603], [-1.466, 2.172, 0.426], [-2.458, 2.542, -0.476], [-2.530, 2.371, -1.857], [-3.649, 2.870, -2.491], [-4.668, 3.525, -1.781], [-4.605, 3.703, -0.414], [-3.478, 3.193, 0.221], [-3.070, 3.192, 1.549], [1.401, 3.547, 1.144], [1.316, 2.752, 0.098], [1.622, 3.520, -1.023], [1.687, 3.180, -2.370], [2.057, 4.179, -3.246], [2.359, 5.476, -2.803], [2.298, 5.821, -1.468], [1.919, 4.812, -0.592], [1.753, 4.789, 0.791], [0.822, 3.871, 3.181], [2.159, 2.740, 2.923], [0.590, 1.262, 3.282], [-1.604, 1.398, 3.347], [-1.186, 3.100, 3.559], [-1.744, 1.868, -2.403], [-3.746, 2.762, -3.563], [-5.524, 3.902, -2.322], [-5.392, 4.210, 0.126], [-3.568, 3.586, 2.331], [1.485, 2.175, -2.716], [2.131, 3.958, -4.302], [2.653, 6.221, -3.530], [2.534, 6.820, -1.129], [1.959, 5.541, 1.430], [0.846, -3.189, 2.254], [1.536, -2.189, 0.738], [3.420, -2.636, 0.828], [0.771, -3.208, -0.944], [1.205, -4.560, -0.741], [0.383, -5.481, -0.046], [0.793, -6.777, 0.130], [2.038, -7.186, -0.365], [2.868, -6.293, -1.051], [2.463, -4.995, -1.232], [1.194, -4.219, 2.274], [-0.242, -3.139, 2.262], [1.216, -2.690, 3.152], [3.582, -3.693, 1.028], [3.824, -2.057, 1.663], [3.941, -2.323, -0.075], [1.234, -2.659, -1.760], [-0.293, -3.012, -0.850], [-0.581, -5.148, 0.318], [0.162, -7.492, 0.639], [2.360, -8.209, -0.219], [3.816, -6.637, -1.439], [3.085, -4.288, -1.768], [-6.391, -4.289, -0.967], [-4.889, -3.220, -0.614], [-4.469, -3.041, 0.700], [-3.364, -2.253, 0.957], [-2.675, -1.650, -0.097], [-3.106, -1.834, -1.412], [-4.214, -2.617, -1.672], [-1.499, -0.824, 0.184], [-0.788, -0.369, -0.784], [-1.123, -0.573, 1.365], [-5.011, -3.511, 1.508], [-3.033, -2.095, 1.974], [-2.574, -1.353, -2.221], [-4.562, -2.762, -2.684], [2.438, 0.555, 1.606], [4.005, 1.024, 0.403], [4.875, -0.279, -0.641], [2.459, 0.488, -0.730], [4.447, 2.264, -0.926], [3.951, 2.582, 1.488], [4.956, 0.200, 1.797]], "forces_ev_per_angstrom": [[0.0961, 1.2165, 0.2595], [0.0080, -0.0226, 0.0047], [-0.0486, 0.0261, 0.0821], [0.0097, -0.0059, 0.0639], [-0.0616, 0.0383, -0.0229], [0.0546, -0.2501, 0.1919], [-0.0429, 0.0972, -0.1195], [-0.0457, 0.0099, -0.0045], [0.0464, -0.0184, -0.0063], [-0.0182, 0.0063, 0.0191], [-0.0084, -0.0093, -0.0210], [0.0166, -0.0109, -0.0768], [0.0876, -0.0089, 0.0506], [-0.0193, 0.0348, -0.0311], [-0.0704, 0.0169, 0.1442], [0.0764, 0.0938, -0.1223], [-0.0109, 0.0475, -0.0096], [-0.0098, -0.0303, 0.0034], [-0.0030, 0.0133, 0.0327], [-0.0215, -0.0230, -0.0406], [0.0319, -0.0244, -0.0776], [-0.0213, -0.0788, 0.0780], [0.0175, 0.0122, -0.0182], [-0.0138, 0.0271, 0.0252], [0.0404, 0.0253, -0.0155], [-0.0019, -0.0021, -0.0333], [-0.0291, -0.0283, 0.0015], [0.0033, 0.0004, 0.0063], [-0.0025, -0.0022, -0.0104], [-0.0130, 0.0037, -0.0005], [-0.0054, 0.0087, 0.0138], [-0.0191, -0.0015, -0.0122], [-0.0042, -0.0095, 0.0252], [-0.0002, 0.0001, -0.0088], [0.0017, 0.0154, 0.0099], [0.0069, 0.0069, 0.0068], [-0.0140, 0.0200, -0.0208], [-0.0166, 0.1528, 0.1022], [0.0628, -0.7143, -0.1130], [0.0327, 0.0874, 0.0647], [0.0854, 0.3580, 0.1549], [0.0812, 0.0173, -0.0055], [-0.1235, -0.0969, 0.0847], [-0.0687, 0.0291, 0.0279], [-0.0128, -0.0475, 0.0259], [0.0462, 0.1019, -0.0533], [0.0942, -0.0067, -0.0556], [0.0110, 0.0043, -0.0542], [0.0111, -0.0391, -0.0169], [0.0015, 0.0172, -0.0369], [-0.0530, -0.0036, -0.0021], [0.0085, -0.0305, -0.0102], [-0.0373, -0.0315, -0.0063], [-0.0315, -0.0257, -0.0099], [-0.0085, -0.0702, -0.0721], [-0.0021, -0.0392, 0.0138], [-0.0329, 0.0164, 0.0120], [0.0033, -0.0118, -0.0013], [0.0138, 0.0367, -0.0162], [0.0316, -0.0349, -0.0043], [0.0213, 0.0146, 0.0059], [0.0656, 0.0498, 0.0012], [-0.0609, -0.0445, -0.0364], [0.0202, 0.0271, -0.0178], [-0.1014, -0.0343, -0.0122], [0.0608, 0.0249, 0.0833], [-0.0820, -0.0591, -0.0096], [0.0593, -0.2157, -0.1194], [-0.0728, -0.1954, -0.3650], [0.0979, -0.0284, 0.1870], [-0.0067, -0.0076, 0.0095], [0.0101, 0.0099, -0.0016], [-0.0034, 0.0035, -0.0106], [0.0000, -0.0019, -0.0093], [0.0407, -0.2704, 0.0799], [-0.0430, 0.0798, -0.0675], [-0.1593, -0.0004, 0.1032], [0.0106, 0.0008, -0.0971], [0.0283, -0.2028, 0.1496], [0.0098, -0.2125, -0.1444], [-0.0033, 0.1992, -0.1234]], "lowdin_spin": [0.024, 0.000, 0.000, 0.000, 0.000, 0.000, 0.000, 0.000, 0.000, 0.000, 0.000, 0.000, 0.000, 0.000, 0.000, 0.000, 0.000, 0.000, 0.000, 0.000, 0.000, 0.000, 0.000, 0.000, 0.000, 0.000, 0.000, 0.000, 0.000, 0.000, 0.000, 0.000, 0.000, 0.000, 0.000, 0.000, 0.000, 0.020, 0.237, 0.019, 0.100, 0.111, 0.092, 0.014, 0.185, 0.011, 0.098, 0.003, 0.000, 0.002, 0.003, 0.002, 0.000, 0.004, 0.005, 0.003, -0.002, 0.008, -0.002, 0.003, 0.000, 0.000, 0.000, 0.000, 0.001, 0.000, 0.000, 0.003, 0.005, 0.016, 0.000, 0.000, 0.000, 0.000, 0.025, 0.002, 0.000, 0.007, 0.000, 0.001, 0.000], "total_charge": 2, "e_homo_ev": [-13.53, -13.53], "spin_multiplicity": 2, "orbital_gap_ev": [8.1, 4.7], "e_above_lowest_kj_mol": 142.56}

***

Record 3
{"formula": "C5H17NO2", "method": "wB97M-V/def2-TZVPD", "elements": ["C", "C", "C", "C", "N", "C", "H", "H", "H", "H", "H", "H", "H", "H", "H", "H", "H", "H", "H", "O", "H", "H", "O", "H", "H"], "coordinates": [[-1.432, -1.245, -1.740], [-0.211, -1.794, -0.998], [0.732, -0.699, -0.483], [1.416, 0.162, -1.554], [2.658, -0.361, -2.122], [2.684, -1.610, -2.834], [-2.011, -0.588, -1.105], [-2.055, -2.065, -2.097], [-1.081, -0.703, -2.619], [-0.510, -2.359, -0.129], [0.280, -2.438, -1.677], [0.324, -0.170, 0.378], [1.550, -1.244, 0.006], [0.707, 0.535, -2.294], [1.794, 1.062, -1.056], [3.341, -0.425, -1.383], [2.230, -1.531, -3.833], [3.729, -1.874, -2.897], [2.106, -2.486, -2.494], [-3.822, 2.992, 3.043], [-3.959, 2.301, 2.398], [-3.519, 2.618, 3.879], [-1.008, 1.809, 5.029], [-1.060, 2.019, 5.973], [-0.093, 2.082, 4.864]], "forces_ev_per_angstrom": [[0.5044, -0.3417, -0.0553], [-0.8840, 1.4155, 0.4657], [0.9654, -1.2403, -0.1123], [0.4209, 0.8070, 0.9797], [-0.5470, -0.0966, 0.0459], [-0.8297, -0.5701, -0.9447], [-0.2526, 0.2192, 0.0518], [-0.1525, 0.0588, 0.0579], [-0.2375, 0.1449, 0.0109], [-0.2606, -0.4504, 0.1938], [0.7378, -0.7763, -0.4849], [-0.5066, 0.5186, -0.4255], [0.1696, -0.0223, -0.0318], [0.1881, -0.3032, -0.3354], [-0.4090, 0.1222, 0.0262], [0.0124, 0.1714, 0.1720], [0.5379, 0.5183, -0.1226], [0.1799, -0.3883, -0.4203], [0.3616, 0.2148, 0.9313], [-0.0899, 0.7224, 0.2223], [0.1051, -0.4224, 0.1612], [0.0625, -0.3038, -0.3963], [0.5922, 0.3472, 0.5773], [-0.4031, -0.1869, -0.1267], [-0.2656, -0.1578, -0.4401]], "nbo_charge": [-0.606, -0.390, -0.423, -0.228, -0.616, -0.416, 0.200, 0.208, 0.198, 0.197, 0.193, 0.209, 0.195, 0.190, 0.199, 0.347, 0.183, 0.200, 0.160, -0.952, 0.471, 0.481, -0.934, 0.466, 0.469], "e_homo_ev": -8.60, "spin_multiplicity": 1, "orbital_gap_ev": 9.2, "e_above_lowest_kj_mol": 124.49, "smiles": "CCCCNC.O.O"}

***

- Which formula does entry 1 have?
  C10H8AuCl2F6IN5O